Record 1
Density functional theory data (the ωB97M-V functional and the def2-TZVPD basis) for a molecular structure, C14H8AuN3O10 at a distorted geometry.

## Properties
frontier orbital gap (alpha / beta)	5.3 / 5.3	eV
E	-43259.93977	eV
charge	+2
2S+1	1
E_HOMO (alpha / beta)	-16.459 / -16.460	eV

Each line ends with the natural charge from an NBO analysis.
Element x y z (Å)
Au1 -0.3231 0.0464 0.0783  1.5977
O1 3.3123 2.0929 -0.5086  -0.5709
C1 2.2903 1.3344 -0.3102  0.8136
O2 1.1176 1.7278 -0.2791  -0.5905
C2 2.6025 -0.1129 -0.1372  0.0994
C3 3.8528 -0.6898 -0.2284  -0.1254
C4 3.9460 -2.0691 -0.0742  -0.0830
C5 2.7922 -2.8198 0.1382  -0.1442
C6 1.5758 -2.1708 0.1984  0.1007
N1 1.5162 -0.8449 0.0831  -0.4311
C7 0.2181 -2.7937 0.3279  0.8195
O3 0.0495 -4.0663 0.4183  -0.5538
O4 -0.7936 -2.0714 0.3196  -0.5733
H1 3.0812 3.0330 -0.6412  0.5540
H2 4.7189 -0.0730 -0.4287  0.2888
H3 4.9083 -2.5613 -0.1342  0.2815
H4 2.8627 -3.8956 0.2407  0.2582
H5 0.8447 -4.6185 0.4679  0.5344
O5 -4.2375 1.0857 -0.4994  -0.4206
C8 -3.1737 0.5731 -0.6284  0.7549
O6 -2.0512 0.9243 0.0290  -0.6228
C9 -2.9728 -0.5852 -1.5455  -0.1350
C10 -4.0257 -1.4522 -1.8310  -0.1075
C11 -3.7457 -2.5317 -2.6362  0.0705
C12 -2.4736 -2.8232 -3.1223  -0.1634
C13 -1.4608 -1.9568 -2.7930  0.0892
C14 -1.7049 -0.8027 -2.0754  -0.2197
N2 -0.0615 -2.2593 -3.1383  0.5239
O7 0.7983 -1.7318 -2.4154  -0.4932
O8 0.1608 -2.9987 -4.0538  -0.2501
N3 -4.8585 -3.4570 -2.9913  0.5209
O9 -5.9200 -3.2534 -2.4457  -0.3124
O10 -4.5891 -4.3275 -3.7930  -0.3243
H6 -5.0217 -1.3046 -1.4383  0.3026
H7 -2.2957 -3.6952 -3.7373  0.3041
H8 -0.8974 -0.0827 -1.9729  0.2073

Atoms 1-3, force components in eV/Å:
Au 0.6 -0.8 -0.2
O -0.1 0.0 0.0
C 0.0 0.0 0.0

---

Record 2
Density functional theory data (the ωB97M-V functional and the def2-TZVPD basis) for 3 unconnected molecules or ions with the total composition C14H8F17O9S.

## Properties
frontier orbital gap	8.3	eV
E	-90110.50318	eV
charge	-1
2S+1	1
E_HOMO	-6.190	eV

Each line ends with the natural charge from an NBO analysis.
Element x y z (Å)
O1 -4.3834 -1.4869 -0.6459  -0.9915
S1 -2.9573 -1.5952 -0.8793  2.3657
O2 -2.5975 -2.3086 -2.0839  -0.9947
O3 -2.1636 -1.9121 0.2980  -1.0069
C1 -2.5447 0.1923 -1.2105  0.3478
F1 -3.2075 0.5959 -2.3145  -0.3260
F2 -2.9874 0.9218 -0.1651  -0.3248
C2 -1.0381 0.4991 -1.3938  0.5793
F3 -0.4126 0.3789 -0.2232  -0.2945
F4 -0.5080 -0.3728 -2.2602  -0.2937
C3 -0.7775 1.9256 -1.9763  0.5879
F5 -1.0257 1.8730 -3.2956  -0.2986
F6 -1.6299 2.8134 -1.4454  -0.3150
C4 0.6750 2.4893 -1.8639  0.5874
F7 0.8012 3.4371 -2.8060  -0.3040
F8 1.5056 1.4862 -2.1642  -0.2908
C5 1.2544 3.1449 -0.5515  0.5880
F9 1.5375 2.2419 0.3785  -0.2869
F10 2.4330 3.6519 -0.9770  -0.3087
C6 0.5200 4.3625 0.1273  0.5889
F11 1.4856 5.1655 0.5998  -0.2999
F12 -0.1570 5.0636 -0.7910  -0.3018
C7 -0.3934 4.0331 1.3645  0.5550
F13 0.3652 4.1261 2.4693  -0.3005
F14 -0.8891 2.8081 1.3110  -0.2793
C8 -1.5666 5.0306 1.5532  0.9242
F15 -2.0926 4.8406 2.7510  -0.2998
F16 -2.5037 4.8600 0.6513  -0.2896
F17 -1.1195 6.2790 1.4835  -0.3107
C9 -3.1336 -5.7902 -0.1954  -0.1021
C10 -1.7410 -5.3916 0.2336  -0.1070
O4 -1.3068 -6.5501 0.9765  -0.4964
C11 -2.0195 -7.6137 0.5578  0.9696
O5 -1.7902 -8.7450 0.8582  -0.6060
O6 -3.0302 -7.2281 -0.2480  -0.4993
H1 -3.4066 -5.3850 -1.1646  0.2210
H2 -3.8916 -5.5169 0.5387  0.1853
H3 -1.0716 -5.2521 -0.6150  0.1902
H4 -1.7188 -4.5000 0.8528  0.2381
C12 5.6670 -0.1580 0.8666  -0.0981
C13 4.9433 -0.2460 2.1980  -0.0979
O7 3.5837 -0.0448 1.8160  -0.4916
C14 3.4416 -0.3898 0.5080  0.9623
O8 2.4098 -0.4865 -0.0578  -0.5380
O9 4.6661 -0.5959 -0.0515  -0.4955
H5 6.5396 -0.8027 0.8011  0.1971
H6 5.9517 0.8659 0.6161  0.1811
H7 5.0382 -1.2312 2.6586  0.1823
H8 5.2466 0.5170 2.9100  0.1980

Atoms 1-3, force components in eV/Å:
O 0.1 0.0 0.0
S -0.4 -0.2 0.4
O 0.2 0.0 -0.1